# 1
ORCA calculation (the ωB97M-V functional and the def2-TZVPD basis) on C9H12FNO3S in the gas phase.

Computed properties:
Gap between HOMO and LUMO in eV: 7.3
E_tot in Eh: -1128.5890
SMILES: CC1=C(C)N(C)/C(=C(/O)OC(=O)CF)S1
HOMO level in eV: -6.56

```
! RIJCOSX wB97M-V def2-TZVPD def2/J DEFGRID3
* xyz 0 1
C -1.922 -0.180 -0.179
C -2.458 1.000 0.076
C 0.103 0.964 0.197
C 1.390 1.305 0.345
C -2.623 -1.437 -0.422
C -3.817 1.497 -0.091
C 0.109 -1.441 0.455
C 4.152 -0.992 -0.167
C 3.556 0.360 0.077
N -0.511 -0.240 0.028
O 2.235 0.281 0.148
O 1.800 2.592 0.649
O 4.230 1.386 -0.001
F 3.191 -1.948 -0.277
S -1.137 2.207 0.234
H -2.861 -2.040 0.401
H -3.572 -1.328 -0.854
H -2.033 -1.946 -1.184
H -3.875 2.141 -0.990
H -4.523 0.688 -0.249
H -4.140 2.095 0.767
H -0.133 -1.605 1.441
H -0.254 -2.342 -0.224
H 1.123 -1.547 0.280
H 4.552 -1.104 -1.166
H 4.903 -1.157 0.666
H 2.514 2.789 0.040
*
```

# 2
ORCA calculation (the ωB97M-V functional and the def2-TZVPD basis) on a molecular structure, C16H17N4O5STi.

Computed properties:
Gap between HOMO and LUMO in eV: 8.4
E_tot in Eh: -2462.7099
HOMO level in eV: -12.71

```
! RIJCOSX wB97M-V def2-TZVPD def2/J DEFGRID3
* xyz 1 1
Ti -1.477 0.125 0.686
N -0.234 1.963 1.043
C -0.740 2.648 2.248
C -2.240 2.420 2.341
O -2.946 3.016 3.112
N -2.676 1.421 1.487
C -4.092 1.100 1.513
C -4.268 -0.281 0.910
O -5.284 -0.854 0.716
O -3.036 -0.827 0.582
H 0.756 1.747 1.107
H -0.354 2.561 0.230
H -0.535 3.717 2.259
H -0.274 2.202 3.127
H -4.673 1.808 0.917
H -4.501 1.127 2.526
C 4.688 1.328 -4.292
C 3.529 0.794 -3.505
C 3.635 -0.420 -2.821
C 2.563 -0.940 -2.123
C 1.370 -0.224 -2.099
C 1.232 0.981 -2.768
C 2.319 1.481 -3.467
S 0.025 -0.943 -1.260
O -1.085 0.100 -1.288
O -0.307 -2.226 -1.777
N 0.380 -0.890 0.305
C -0.058 -1.811 1.268
C 0.105 -3.188 1.297
C -0.417 -3.849 2.391
C -1.093 -3.147 3.393
C -1.262 -1.792 3.260
N -0.735 -1.130 2.212
H 5.637 1.012 -3.861
H 4.672 2.416 -4.332
H 4.651 0.956 -5.318
H 4.569 -0.965 -2.844
H 2.656 -1.887 -1.608
H 0.290 1.512 -2.760
H 2.220 2.418 -3.999
H 0.614 -3.699 0.494
H -0.307 -4.923 2.470
H -1.503 -3.658 4.252
H -1.814 -1.201 3.978
*
```

# 3
ORCA calculation (the ωB97M-V functional and the def2-TZVPD basis) on a molecular structure, C102H82F16O8V2.

Computed properties:
Gap between HOMO and LUMO in eV: 7.3
E_tot in Eh: -8023.7162
HOMO level in eV: -8.98

```
! RIJCOSX wB97M-V def2-TZVPD def2/J DEFGRID3
* xyz 0 1
O -2.965 -1.272 3.469
V -2.249 -0.059 2.756
O -2.560 1.283 3.483
O 3.991 -1.337 -3.058
V 3.389 0.128 -3.118
O 4.489 1.032 -3.817
C -0.430 -0.218 -1.079
C 0.874 0.023 -1.421
C 1.986 0.280 -0.376
O 3.187 0.474 -0.789
C 1.757 0.323 0.983
C 0.358 -0.026 1.412
C -0.817 -0.188 0.281
O -1.996 -0.070 0.582
O -0.028 -0.127 2.557
O 1.042 0.178 -2.702
H -1.155 -0.374 -1.864
H 2.604 0.441 1.643
F -2.640 -6.225 -3.596
C -2.613 -5.002 -2.997
C -3.605 -4.099 -3.410
C -3.855 -2.900 -2.689
C -2.928 -2.540 -1.728
C -1.828 -3.329 -1.408
C -1.691 -4.561 -2.063
H -4.273 -4.374 -4.213
H -4.664 -2.223 -2.920
H -3.018 -1.573 -1.257
H -1.081 -2.923 -0.741
H -0.836 -5.117 -1.707
F -6.828 -4.848 -1.657
C -6.516 -4.641 -0.386
C -7.557 -4.535 0.592
C -7.270 -4.382 1.945
C -5.946 -4.418 2.385
C -4.890 -4.443 1.440
C -5.172 -4.603 0.053
H -8.582 -4.493 0.255
H -8.091 -4.376 2.647
H -5.757 -4.369 3.447
H -3.835 -4.478 1.670
H -4.464 -4.633 -0.762
F -3.073 -1.626 -8.214
C -2.803 -1.030 -7.021
C -1.509 -0.543 -6.778
C -1.194 0.159 -5.621
C -2.176 0.328 -4.666
C -3.418 -0.264 -4.860
C -3.790 -0.910 -6.044
H -0.736 -0.890 -7.448
H -0.188 0.520 -5.467
H -1.964 0.886 -3.766
H -4.145 -0.218 -4.063
H -4.796 -1.286 -6.150
F 5.069 -4.343 6.215
C 4.884 -3.180 5.627
C 3.736 -2.993 4.864
C 3.418 -1.668 4.441
C 4.262 -0.611 4.779
C 5.422 -0.838 5.495
C 5.791 -2.164 5.848
H 3.043 -3.807 4.707
H 2.478 -1.440 3.962
H 3.952 0.382 4.487
H 6.013 -0.039 5.916
H 6.634 -2.407 6.478
F -4.842 0.024 2.126
C -5.447 -0.103 0.918
C -6.543 -0.931 0.683
C -7.006 -1.118 -0.613
C -6.500 -0.444 -1.691
C -5.442 0.437 -1.533
C -4.935 0.599 -0.185
H -6.876 -1.627 1.438
H -7.814 -1.819 -0.762
H -7.017 -0.646 -2.618
H -4.989 1.021 -2.321
H -4.034 1.185 -0.075
F -2.145 4.046 -0.390
C -3.042 3.957 -1.403
C -4.332 4.339 -1.029
C -5.337 4.145 -2.008
C -5.013 3.601 -3.248
C -3.736 3.177 -3.535
C -2.688 3.397 -2.631
H -4.624 4.814 -0.104
H -6.363 4.437 -1.837
H -5.833 3.378 -3.916
H -3.484 2.774 -4.505
H -1.686 3.030 -2.804
F 2.731 -0.214 -5.327
C 2.428 0.292 -6.580
C 1.894 -0.535 -7.581
C 1.472 -0.060 -8.829
C 1.605 1.309 -9.032
C 2.101 2.189 -8.011
C 2.551 1.643 -6.802
H 1.790 -1.576 -7.312
H 1.089 -0.742 -9.574
H 1.221 1.699 -9.962
H 2.171 3.234 -8.274
H 2.900 2.211 -5.952
F 7.145 2.580 -3.759
C 7.378 1.381 -3.135
C 8.051 0.392 -3.877
C 8.289 -0.816 -3.246
C 8.107 -0.962 -1.890
C 7.504 0.028 -1.186
C 7.065 1.179 -1.807
H 8.407 0.618 -4.871
H 8.665 -1.624 -3.857
H 8.389 -1.911 -1.458
H 7.352 -0.240 -0.151
H 6.457 1.913 -1.299
F -0.778 -3.297 2.294
C -0.472 -3.980 3.418
C -0.836 -5.325 3.497
C -0.577 -6.020 4.701
C 0.107 -5.343 5.711
C 0.541 -4.015 5.561
C 0.073 -3.293 4.472
H -1.189 -5.871 2.635
H -0.698 -7.087 4.821
H 0.380 -5.830 6.635
H 1.124 -3.597 6.369
H 0.299 -2.254 4.282
F -1.587 0.007 5.848
C -0.677 0.761 6.550
C 0.441 1.221 5.837
C 1.368 1.958 6.558
C 1.109 2.387 7.863
C -0.013 1.877 8.556
C -0.926 1.100 7.897
H 0.608 1.049 4.784
H 2.248 2.328 6.052
H 1.871 2.951 8.380
H -0.070 2.202 9.584
H -1.845 0.776 8.362
F 2.670 2.855 -3.025
C 2.985 3.711 -2.062
C 2.016 4.071 -1.122
C 2.375 4.932 -0.136
C 3.679 5.391 0.005
C 4.671 4.972 -0.856
C 4.299 4.119 -1.922
H 1.007 3.690 -1.070
H 1.654 4.987 0.666
H 3.887 6.047 0.837
H 5.676 5.343 -0.720
H 5.042 3.868 -2.665
F 4.073 -5.144 -2.486
C 3.682 -4.275 -1.486
C 4.570 -3.444 -0.784
C 4.104 -2.704 0.337
C 2.776 -2.807 0.728
C 1.904 -3.612 -0.001
C 2.362 -4.350 -1.065
H 5.582 -3.451 -1.159
H 4.731 -2.121 0.995
H 2.485 -2.382 1.677
H 0.869 -3.738 0.282
H 1.752 -5.088 -1.563
F -6.526 5.639 5.397
C -6.565 4.794 4.374
C -5.452 4.614 3.576
C -5.575 3.844 2.444
C -6.777 3.165 2.220
C -7.896 3.242 3.065
C -7.746 4.059 4.157
H -4.569 5.170 3.856
H -4.757 3.631 1.772
H -6.824 2.560 1.327
H -8.781 2.655 2.869
H -8.540 4.136 4.885
F 8.249 2.284 2.161
C 7.116 2.970 2.569
C 7.229 3.936 3.564
C 6.065 4.687 3.900
C 4.875 4.513 3.203
C 4.798 3.544 2.240
C 5.863 2.705 1.989
H 8.210 4.220 3.916
H 6.236 5.429 4.666
H 4.037 5.154 3.432
H 3.903 3.400 1.653
H 5.824 1.969 1.199
F -0.889 -5.430 -6.874
C -0.300 -4.650 -5.909
C 0.980 -5.007 -5.578
C 1.673 -4.300 -4.611
C 1.071 -3.219 -4.010
C -0.200 -2.755 -4.468
C -0.887 -3.511 -5.412
H 1.462 -5.856 -6.040
H 2.589 -4.731 -4.234
H 1.547 -2.692 -3.196
H -0.730 -1.988 -3.922
H -1.883 -3.230 -5.720
F -1.742 6.165 4.905
C -0.887 5.442 4.220
C -1.318 4.953 2.985
C -0.525 3.986 2.353
C 0.631 3.588 2.900
C 1.109 4.182 4.040
C 0.302 5.002 4.759
H -2.264 5.245 2.555
H -0.939 3.532 1.464
H 1.226 2.809 2.447
H 2.105 4.014 4.421
H 0.646 5.467 5.671
*
```

# 4
ORCA calculation (the ωB97M-V functional and the def2-TZVPD basis) on a gas-phase ion, C6H7N4 (charge +1).

Computed properties:
Gap between HOMO and LUMO in eV: 9.0
E_tot in Eh: -451.4640
SMILES: C1=C2c3cnnn3C[N@H+]2C1
HOMO level in eV: -13.60

```
! RIJCOSX wB97M-V def2-TZVPD def2/J DEFGRID3
* xyz 1 1
C -2.391 1.193 0.083
C -1.099 0.700 0.118
C 1.553 1.352 -0.317
C 0.304 0.857 0.226
C 2.193 0.019 -0.075
C -0.061 -1.433 -0.128
N -3.213 0.139 -0.081
N -2.559 -0.949 -0.156
N -1.284 -0.668 -0.031
N 0.894 -0.487 0.498
H -2.772 2.190 0.158
H 1.884 2.304 -0.667
H 2.485 -0.520 -0.979
H 3.015 -0.019 0.643
H -0.139 -2.393 0.389
H 0.204 -1.594 -1.181
H 0.987 -0.690 1.498
*
```

# 5
ORCA calculation (the ωB97M-V functional and the def2-TZVPD basis) on a molecular structure, C36H32ClNOOsP2.

Computed properties:
Gap between HOMO and LUMO (alpha / beta) in eV: 5.0 / 5.9
E_tot in Eh: -2753.4451
HOMO level (alpha / beta) in eV: -15.50 / -16.34

```
! RIJCOSX wB97M-V def2-TZVPD def2/J DEFGRID3
* xyz 3 6
Os -0.679 0.280 0.131
Cl 1.680 -0.582 -0.240
C 2.532 -0.174 1.272
C 3.897 -0.022 1.182
C 4.603 0.291 2.340
C 3.941 0.438 3.549
C 2.564 0.265 3.613
C 1.830 -0.042 2.469
P 0.054 -0.349 2.446
C -0.154 -2.135 2.455
C 0.903 -3.000 2.741
C 0.707 -4.371 2.662
C -0.534 -4.878 2.301
C -1.591 -4.019 2.021
C -1.404 -2.648 2.091
C -0.636 0.221 4.084
C -1.061 1.634 4.332
C -1.941 1.848 5.485
C -2.219 0.869 6.396
C -1.668 -0.393 6.178
C -0.934 -0.730 5.010
H 4.408 -0.153 0.238
H 5.677 0.413 2.288
H 4.498 0.671 4.446
H 2.063 0.353 4.570
H 1.875 -2.613 3.025
H 1.524 -5.044 2.883
H -0.678 -5.948 2.237
H -2.559 -4.417 1.745
H -2.238 -1.989 1.874
H -0.604 2.254 2.395
H -2.320 2.855 5.631
H -2.830 1.061 7.267
H -1.826 -1.166 6.923
H -0.639 -1.761 4.862
O 0.054 2.219 -0.252
N 0.859 2.639 -1.249
C 2.150 2.881 -0.967
C 2.989 3.353 -1.950
C 2.490 3.574 -3.226
C 1.149 3.321 -3.482
C 0.343 2.853 -2.469
H 2.440 2.698 0.057
H 4.023 3.551 -1.706
H 3.136 3.944 -4.011
H 0.717 3.489 -4.458
H -0.710 2.642 -2.572
C -3.723 1.216 -1.684
P -3.077 0.515 -0.150
C -2.999 1.836 1.083
C -3.028 3.204 0.821
C -2.651 4.130 1.856
C -1.962 3.723 2.942
C -1.534 2.283 3.005
C -2.518 1.407 2.316
C -4.230 -0.744 0.385
C -5.228 -0.468 1.319
C -6.158 -1.449 1.634
C -6.096 -2.691 1.016
C -5.103 -2.964 0.081
C -4.164 -1.995 -0.232
H -4.756 1.526 -1.513
H -3.710 0.454 -2.464
H -3.129 2.069 -2.008
H -3.400 3.584 -0.122
H -2.881 5.179 1.728
H -1.590 4.439 3.666
H -0.149 2.195 4.637
H -2.689 0.389 2.646
H -5.296 0.508 1.786
H -6.943 -1.239 2.348
H -6.830 -3.448 1.257
H -5.068 -3.929 -0.408
H -3.388 -2.214 -0.959
*
```

# 6
ORCA calculation (the ωB97M-V functional and the def2-TZVPD basis) on a molecular structure, C5H8O2.

Computed properties:
Gap between HOMO and LUMO in eV: 9.9
E_tot in Eh: -345.7134
HOMO level in eV: -9.13

```
! RIJCOSX wB97M-V def2-TZVPD def2/J DEFGRID3
* xyz 0 1
C 0.925 -1.677 -0.342
C 0.249 -0.708 0.600
O 1.093 0.348 1.137
C 0.094 1.318 0.840
C -0.047 1.446 -0.645
C -0.741 0.330 0.092
O -2.108 0.140 0.087
H 1.312 -1.168 -1.231
H 1.750 -2.201 0.153
H 0.185 -2.423 -0.657
H -0.200 -1.241 1.447
H -0.183 2.053 1.588
H -0.729 2.227 -0.976
H 0.821 1.281 -1.281
H -2.422 0.278 -0.814
*
```